14
Properties=species:S:1:pos:R:3 method="wB97M-V/def2-TZVPD" smiles="C[C@H]1C=NC(=O)C1" e_lumo_ev=0.18 gap_ev=9.493 total_energy_ha=-324.6617 de_lowest_kj_mol=164.7
C 1.010 0.286 -0.469
C -0.222 0.144 0.374
C -1.098 1.343 0.121
N -2.350 1.207 -0.072
C -2.745 -0.142 -0.024
O -3.810 -0.662 -0.094
C -1.189 -1.063 0.261
H 1.435 -0.628 -0.821
H 1.744 0.794 0.153
H 0.773 0.877 -1.289
H -0.079 0.086 1.554
H -0.521 2.215 0.053
H -1.305 -1.714 1.101
H -1.038 -1.724 -0.609